Density functional theory data (wB97M-V/def2-TZVPD) for a single C4H9FO2S molecule in a non-equilibrium geometry.

```
17
Properties=species:S:1:pos:R:3:forces:R:3:mulliken_spin:R:1
C -0.46377 -0.48733 1.44787 -2.3307 1.1550 -0.2282 0.023
C -0.80538 1.35928 -0.24463 -1.0680 2.0425 -1.6579 0.019
C -0.42533 -0.91876 -1.07225 2.0696 -0.4102 -0.6761 0.024
C -0.15150 0.07974 0.09492 -0.1258 0.2936 -1.1307 0.084
O 2.15951 0.76038 1.20916 1.1765 1.5842 3.8396 0.453
O 2.08422 0.92116 -1.27682 -0.8443 1.4046 -0.2910 0.144
F 2.00234 -1.61780 0.06945 1.0799 -3.1402 0.8699 0.682
S 1.59312 0.35176 -0.03711 1.1238 -0.8726 -3.9745 0.555
H -0.18310 0.12518 2.30577 -0.6095 0.3787 -0.2692 0.001
H -1.53935 -0.83969 1.39116 0.9253 0.9239 0.5147 0.002
H 0.04251 -1.35161 1.58992 1.8168 -2.8748 0.2865 -0.005
H -1.87361 1.08328 -0.42879 0.4589 1.0295 0.6403 0.013
H -0.45439 1.75559 -1.22211 -0.1300 -0.8344 0.0933 0.003
H -0.54623 2.28503 0.31868 -0.8457 -1.0568 0.7349 -0.001
H -1.17987 -1.56676 -0.70593 -0.7251 -0.9014 -0.0103 0.001
H -0.74507 -0.40278 -1.96769 -0.3275 0.2916 0.0135 0.001
H 0.48590 -1.53668 -1.47158 -1.6441 0.9867 1.2451 0.002
```
Forces are in eV/Å.

Results
Multiplicity: 3
DFT total energy: -21934.7727 eV
LUMO energy (spin up / spin down): 0.0264 / -0.1874 Eh
F_max: 4.3 eV/Å
Kohn-Sham gap (spin up / spin down): 7.77 / 6.47 eV

=====

Density functional theory data (wB97M-V/def2-TZVPD) for a gas-phase ion, C3HINS (charge +1) in a non-equilibrium geometry.

```
7
Properties=species:S:1:pos:R:3:forces:R:3:lowdin_charge:R:1
C 2.25241 -0.11769 -0.16589 -4.1799 0.0504 0.8639 -0.548
C -1.59288 -0.26265 0.01140 -3.2806 2.6557 0.3499 -0.492
C 0.89265 -0.23451 -0.03353 -1.2662 -0.3257 -0.3030 0.032
N -0.39017 -0.35893 -0.03186 8.2217 -0.0569 -0.3640 0.022
S 3.72063 0.25299 0.02291 -0.1437 -0.2765 -0.3517 1.025
I -2.52669 1.69355 -0.03167 0.5763 -0.9364 -0.1147 0.895
H -2.35594 -0.97277 0.22864 0.0723 -1.1106 -0.0805 0.068
```
Forces are in eV/Å.

Results
Multiplicity: 1
DFT total energy: -23541.3627 eV
LUMO energy: -0.2768 Eh
F_max: 8.2 eV/Å
Total charge: +1
SMILES string: S=C=C=[N+]=CI
Kohn-Sham gap: 6.01 eV
Energy relative to the best compared isomer or geometry (same formula, charge and spin): 0.36 kcal/mol

=====

Density functional theory data (wB97M-V/def2-TZVPD) for a single C4H4N2OS molecule in a non-equilibrium geometry.

```
12
Properties=species:S:1:pos:R:3:forces:R:3:lowdin_charge:R:1
C 0.90561 0.02893 0.79579 -0.9799 0.4926 0.4504 -0.631
C 1.45269 -0.37436 -0.42047 -0.8051 0.9594 0.3958 -0.191
C -0.62554 -0.18487 -1.37453 1.0785 -0.5659 0.0141 -0.078
C -1.10965 0.27546 -0.13769 0.2487 -0.9001 -1.0991 -0.453
H 1.10435 0.31916 3.11770 -0.5844 0.1681 0.2682 -0.139
H 2.50910 -0.54843 -0.51281 0.2144 -0.2600 -0.1443 0.098
H -1.28604 -0.50762 -2.20908 0.4662 0.7112 0.5636 0.126
H -2.82302 0.47144 -0.89952 0.6572 0.0615 1.8162 0.149
N 0.67531 -0.43289 -1.49097 -0.5143 -0.5617 -0.6909 0.068
N -0.40273 0.40992 0.93995 2.7082 -0.6493 0.4265 0.144
O -2.38883 0.50282 0.00898 -2.9713 0.6471 -1.6373 0.090
S 1.98873 0.04044 2.18266 0.4817 -0.1028 -0.3632 0.817
```
Forces are in eV/Å.

Results
Multiplicity: 1
DFT total energy: -20075.2027 eV
LUMO energy: 0.0124 Eh
F_max: 3.5 eV/Å
SMILES string: Oc1cncc(S)n1
Kohn-Sham gap: 9.05 eV
Energy relative to the best compared isomer or geometry (same formula, charge and spin): 12.15 kcal/mol

=====

Density functional theory data (wB97M-V/def2-TZVPD) for 8 unconnected molecules or ions with the total composition C3H22O8 in a non-equilibrium geometry.

```
33
Properties=species:S:1:pos:R:3:forces:R:3:lowdin_charge:R:1
O 2.43291 -3.72778 10.49390 -1.7050 0.4909 3.6295 -0.015
H 1.46665 -3.56163 10.48535 0.5433 0.2391 0.2939 0.053
H 2.65489 -3.86577 9.63467 1.1613 -0.5800 -4.0097 -0.004
O -1.08871 -4.65764 12.87797 -0.3077 -1.8477 0.0006 -0.063
H -2.05061 -4.72162 12.91646 -0.0656 0.3987 0.1646 0.079
H -0.84682 -5.61799 12.79062 0.1316 0.8018 -0.1008 0.059
O 1.74340 -5.82218 12.14777 -0.4582 -0.7421 1.3332 -0.075
H 2.18318 -5.31092 11.46082 0.2055 0.7846 0.3043 0.020
H 1.71571 -5.39479 13.05908 0.4088 0.0990 -1.5025 0.040
O -0.27676 -7.44162 11.77509 0.3848 0.3084 0.7367 -0.086
H 0.56302 -6.89465 11.79914 -0.4261 -0.1351 -0.3356 0.013
H -0.71570 -7.32427 10.93570 -0.0380 0.1310 -0.4013 0.046
O 0.18888 -2.48671 12.05830 0.0219 -0.8499 0.4867 -0.086
H -0.07336 -3.31530 12.54610 0.2295 1.1394 -0.6357 -0.005
H 0.93684 -2.13333 12.55418 -0.0489 -0.0228 -0.0984 0.042
C -2.92796 -4.52492 9.62436 0.2190 -1.1041 -0.2616 -0.161
O -1.57414 -4.89216 9.78401 1.3367 0.6613 2.1087 -0.147
H -3.49039 -5.43561 9.75021 -0.7639 -0.2740 0.0618 0.070
H -3.32516 -3.77846 10.28734 0.1824 0.5504 0.3938 0.076
H -3.02976 -4.22032 8.60307 -0.2741 0.4200 -0.5479 0.071
H -1.27248 -4.69257 10.72305 -0.5701 -0.2651 -1.6751 0.063
C 2.47505 -5.51157 15.46804 -0.1966 1.2710 -0.7165 -0.058
O 1.64385 -4.55322 14.62049 0.6814 -1.6078 1.1211 -0.176
H 1.75781 -6.27180 15.76258 0.4579 -0.4081 0.1730 0.071
H 3.32591 -5.93480 14.85530 -1.1325 0.5872 0.6312 0.098
H 2.85717 -4.95577 16.36213 -0.2778 -0.5072 -0.8725 0.085
H 0.73859 -4.78919 14.89479 0.3686 0.5066 -0.3262 0.073
C 1.38887 -9.55654 13.97806 0.2235 2.4638 0.4449 -0.163
O 0.21809 -8.77781 14.21700 -0.4031 1.3690 -1.5591 -0.179
H 1.63532 -9.96056 14.94837 0.2287 -0.6612 -0.0641 0.072
H 1.17612 -10.23026 13.20008 0.0502 -1.4737 -0.7277 0.056
H 2.23854 -8.90443 13.64016 -0.4965 -0.4873 0.2866 0.083
H -0.00931 -8.28063 13.35661 0.3289 -1.2561 1.6641 0.049
```
Forces are in eV/Å.

Results
Multiplicity: 1
DFT total energy: -19846.9416 eV
LUMO energy: 0.0111 Eh
F_max: 4.2 eV/Å
SMILES string: CO.CO.CO.O.O.O.O.O
Kohn-Sham gap: 10.00 eV
Energy relative to the best compared isomer or geometry (same formula, charge and spin): 44.81 kcal/mol

=====

Density functional theory data (wB97M-V/def2-TZVPD) for a single C2H3ClINO molecule in a non-equilibrium geometry.

```
9
Properties=species:S:1:pos:R:3:forces:R:3:lowdin_charge:R:1
C 0.87395 -0.08795 -0.04226 -1.0251 -0.1789 -1.6887 -0.580
C -0.69486 0.00916 -0.91407 3.6871 1.2802 -0.9613 -1.107
N 0.58731 -0.10186 1.27766 -0.5995 0.6069 -0.0726 0.115
O 1.93123 -0.16485 -0.62471 -1.4419 0.0669 0.6214 0.056
Cl -1.63043 1.30553 -0.17258 -0.6652 -0.0954 0.3055 0.535
I -1.58502 -1.94309 -0.97814 0.1902 0.7964 -0.1347 0.768
H -0.40971 0.52546 -1.93353 -0.5755 -1.9598 1.7244 0.069
H -0.33553 0.31612 1.39258 0.3325 -0.3237 0.6958 0.023
H 1.26305 0.14148 1.99505 0.0974 -0.1924 -0.4897 0.122
```
Forces are in eV/Å.

Results
Multiplicity: 1
DFT total energy: -26282.7350 eV
LUMO energy: -0.0033 Eh
F_max: 4.0 eV/Å
SMILES string: NC(=O)[C@H](Cl)I
Kohn-Sham gap: 9.48 eV
Energy relative to the best compared isomer or geometry (same formula, charge and spin): 20.03 kcal/mol

=====

Density functional theory data (wB97M-V/def2-TZVPD) for a molecular structure, C6H14BrNO2P in a non-equilibrium geometry.

```
25
Properties=species:S:1:pos:R:3:forces:R:3:lowdin_charge:R:1
C 1.00464 1.97558 -0.94211 -0.7709 4.2106 -2.6071 -0.455
C -0.00979 1.20515 -0.61997 -1.0692 0.0647 0.3067 -0.376
C -1.33785 1.33888 -1.28669 0.1837 3.0341 0.5793 -0.037
C -1.19040 -0.09863 1.21791 2.6275 0.5056 1.2920 -0.064
C 0.03960 0.07124 0.31163 2.1748 -2.7156 1.4686 -0.239
C 0.22235 -1.30893 -0.47758 3.3125 0.8957 1.6875 -0.371
N -0.89929 -1.27071 2.17750 0.7884 -0.9903 -2.7045 0.214
O -0.97974 -1.88381 -0.59091 -1.5795 0.5821 0.0443 0.052
O 1.03376 -2.14040 0.45571 -0.0693 0.0117 -1.1193 -0.082
P 2.66818 2.43816 -0.47870 0.7414 -0.4108 -2.1116 0.504
Br 3.61812 0.44385 -0.00912 0.0305 0.0133 0.0703 0.202
H 0.67371 3.03385 -1.77506 0.9656 -3.3761 2.4275 0.183
H -2.19497 1.69120 -0.71160 0.3333 0.2808 0.9404 0.101
H -1.73396 0.46797 -1.64021 -0.5027 -2.5818 -1.5980 0.055
H -1.23275 2.12217 -2.02208 -0.1870 -0.2199 -0.7054 0.081
H -2.01211 -0.39052 0.65571 -1.8402 0.1103 -0.5668 0.103
H -1.17959 0.81135 1.82514 -1.0525 -0.2463 -0.0812 0.154
H 0.95562 0.04093 1.04660 -1.4773 0.5755 -1.6484 0.140
H 0.88920 -1.20141 -1.36592 -1.0783 0.0609 0.1606 0.173
H -1.67499 -1.79156 2.50567 -1.6220 0.2831 1.0286 0.151
H -0.27891 -0.99449 2.91598 0.4372 -0.1280 0.4803 0.163
H -0.48296 -2.06216 1.58542 0.5021 1.3900 0.8664 0.156
H -0.96303 -2.76273 -0.91832 0.3149 -1.3572 -0.7794 0.125
H 1.95028 -2.17942 0.11211 -0.6701 -0.0186 0.3996 0.092
H 3.11487 2.44445 -1.97111 -0.4931 0.0260 2.1694 -0.024
```
Forces are in eV/Å.

Results
Multiplicity: 1
DFT total energy: -91356.8943 eV
LUMO energy: -0.1152 Eh
F_max: 5.0 eV/Å
Total charge: +1
Kohn-Sham gap: 8.96 eV
Energy relative to the best compared isomer or geometry (same formula, charge and spin): 40.65 kcal/mol

=====

Density functional theory data (wB97M-V/def2-TZVPD) for a molecular structure, C19H26N4O7PS2TbTe2 in a non-equilibrium geometry.

```
62
Properties=species:S:1:pos:R:3:forces:R:3:mulliken_spin:R:1
Tb 0.00000 0.00000 0.00000 -11.1432 4.2131 -7.9061 4.250
O 3.01900 -1.58940 -1.77240 4.9865 1.8178 -4.0989 0.001
C 1.98440 -1.03260 -1.10370 7.4027 -1.0475 4.1013 -0.002
O 0.93990 -0.72080 -1.69890 -2.8873 7.9225 -5.7061 -0.033
C 2.38260 -0.89970 0.40180 0.9201 1.9738 -0.6812 0.009
C 3.46780 -1.19460 1.16850 1.3890 -0.3800 0.4119 0.107
C 3.36960 -0.87960 2.56250 -1.6133 0.5753 0.4239 0.090
C 2.19990 -0.28380 3.14810 3.0488 -0.6439 0.6731 0.003
C 1.15400 -0.01910 2.31020 -1.9118 2.9073 0.4932 0.182
N 1.39360 -0.36200 1.06920 6.7785 -0.9713 4.4260 0.092
C -0.31580 0.60950 2.43600 6.3500 0.9343 3.6970 0.289
O -0.56020 0.96410 3.72660 -0.7368 0.7852 -0.3549 0.005
O -1.17850 0.79030 1.55420 1.3790 18.9580 -3.1125 -0.008
H 2.68350 -1.63310 -2.69390 0.7081 -0.1107 0.3477 0.000
H 4.35810 -1.64340 0.74690 -0.0078 0.0694 0.1296 0.009
H 4.22110 -1.10270 3.20600 -0.2772 0.0809 -0.1595 0.009
H 2.17890 -0.06650 4.20710 0.1881 0.0379 -0.0209 -0.005
H 0.15270 0.79700 4.36510 -0.0132 -0.1117 -0.7337 -0.005
Te 1.11070 -2.66450 -0.92410 -7.3974 -14.1320 1.9144 0.002
C 1.87580 -4.53110 -1.55690 0.3841 -0.5271 0.1967 0.009
C 1.26590 -5.40230 -2.44630 -0.2874 0.8901 0.2351 -0.001
C 2.01160 -6.56470 -2.67490 0.8101 -0.6242 0.2758 0.000
C 3.20500 -6.60550 -1.96580 -1.1480 -0.3480 -0.9725 0.000
S 3.33380 -5.19730 -1.05460 1.1820 0.0975 0.9671 0.001
H 0.31160 -5.20460 -2.91580 0.0201 0.0884 0.0098 0.000
H 1.68950 -7.35500 -3.33970 0.0290 0.0052 0.0301 0.000
H 3.92840 -7.40900 -1.99610 0.0736 0.2777 0.1057 0.000
C 0.26840 -1.64450 6.01890 0.2237 0.1601 0.4170 0.003
C -0.56940 -2.52960 5.10970 0.3956 -0.0134 0.1234 0.007
C -1.06190 -1.77740 3.91890 1.1970 -0.3812 -1.0415 0.030
N -0.34640 -1.53140 2.84220 -2.7286 -4.6616 2.2342 -0.007
N -1.05640 -0.80860 1.90410 0.2010 -14.0067 3.3904 -0.033
C -2.28120 -0.53860 2.29470 -3.2592 -2.8251 1.0023 0.109
N -3.18570 0.13780 1.56250 -2.3023 -0.8261 -0.1183 0.046
S -2.66130 -1.15430 3.85290 -0.6615 -0.1897 -0.0673 0.079
H 0.63060 -2.21820 6.87790 0.0039 0.1570 -0.0668 0.000
H -0.31510 -0.79800 6.39680 0.0147 -0.1004 0.0031 -0.001
H 1.13820 -1.24220 5.48840 -0.1626 -0.2145 0.1060 -0.002
H -1.40450 -2.95360 5.67940 0.0357 0.1263 -0.2172 -0.001
H 0.03910 -3.37550 4.76850 -0.1442 0.1494 -0.0397 0.000
H -2.97400 0.22620 0.57440 -0.2322 0.1852 0.0998 -0.014
H -4.16680 -0.00290 1.76800 0.1887 -0.2005 -0.0666 0.002
C -5.15480 4.53270 -2.06320 -0.1516 0.2497 0.3533 0.003
C -4.25770 3.47760 -2.69150 -1.2959 0.9819 -0.8740 0.003
O -3.35250 3.01190 -1.72130 2.6539 -2.5081 -1.4027 -0.001
P -2.40850 1.71990 -2.43010 5.1453 1.7992 3.1291 0.006
O -1.09350 1.42650 -1.33300 -4.8348 2.3185 -4.1750 0.001
Te -3.59880 -0.17750 -2.72550 -0.5331 -1.2969 0.0320 0.236
O -1.70700 2.30390 -3.92530 -2.1214 -1.3125 3.2316 0.006
C -0.73220 3.26860 -3.61370 1.4942 1.3458 -0.0685 0.001
C -0.26930 3.93450 -4.90020 -0.0472 0.0585 -0.4665 0.000
H -5.87420 4.91310 -2.81890 0.4206 -0.2174 0.4576 0.000
H -4.54170 5.38060 -1.69030 -0.4327 -0.4723 -0.1733 0.001
H -5.72200 4.09320 -1.21520 0.3172 0.3400 -0.4816 0.000
H -3.71510 3.95180 -3.53890 -0.2772 -0.5009 0.3052 0.000
H -4.91200 2.65460 -3.05650 0.5365 0.2979 -0.0073 0.001
H 0.15040 2.78670 -3.13890 -0.6964 0.2944 0.0180 0.000
H -1.14620 4.06580 -2.95550 0.2602 -0.5983 -0.0844 0.000
H 0.16160 3.17610 -5.58790 -0.2607 0.5061 0.3426 0.000
H 0.50650 4.69560 -4.67170 -0.4552 -0.4484 -0.1489 0.000
H -1.12720 4.43290 -5.39980 0.5633 -0.2699 0.1931 0.000
H -1.66300 -0.98990 -0.74090 -1.2812 -0.6640 -0.6314 0.522
```
Forces are in eV/Å.

Results
Multiplicity: 7
DFT total energy: -108372.9268 eV
LUMO energy (spin up / spin down): -0.0060 / -0.0707 Eh
F_max: 19.3 eV/Å
Kohn-Sham gap (spin up / spin down): 5.32 / 4.35 eV